[1]
15
Properties=species:S:1:pos:R:3:forces:R:3 method="wB97M-V/def2-TZVPD" smiles=CSS.NCO homo_lumo_gap_ha=0.34997 homo_ev=-9.08 lumo_energy_ev=0.4444
C -0.91844 -1.42295 0.74736 -0.48 0.19 1.33
S -0.82263 -2.16254 2.43874 0.31 0.29 -0.17
S -2.08101 -0.88996 3.50266 -0.16 -0.99 -0.27
H -1.98810 -1.40740 0.56048 0.12 0.07 -0.65
H -0.52735 -0.41315 0.82638 -0.03 0.08 -0.20
H -0.33653 -1.99733 0.03800 -0.06 -0.28 -0.01
H -3.08587 -1.81350 3.59118 0.29 0.64 -0.02
N 0.56634 0.78416 -2.04955 0.46 2.35 0.04
C 1.50050 1.76937 -1.57389 0.00 -0.38 -0.52
O 1.98637 1.50178 -0.26957 0.27 -0.03 0.51
H -0.37435 0.88460 -1.73789 -0.31 -0.59 0.15
H 0.99593 -0.07751 -2.25074 -0.19 -1.11 -0.14
H 1.13464 2.79984 -1.56154 -0.57 -0.29 -0.06
H 2.32262 1.78656 -2.29601 0.28 -0.16 0.27
H 1.62787 0.65803 0.03438 0.07 0.21 -0.24

=====

[2]
13
Properties=species:S:1:pos:R:3:forces:R:3 method="wB97M-V/def2-TZVPD" smiles=CCN.S homo_lumo_gap_ha=0.37655 homo_ev=-9.21 lumo_energy_ev=1.0410
C -0.50809 -1.33162 -0.63413 -0.26 0.15 0.45
C -0.16552 0.11497 -0.93584 0.35 -0.06 -0.10
N 1.09921 0.48223 -0.27214 0.17 -0.15 -0.11
H -1.45155 -1.61601 -1.09825 0.13 -0.09 -0.23
H 0.29984 -1.99232 -0.94983 -0.11 -0.10 -0.15
H -0.66074 -1.48149 0.43800 0.15 0.07 0.02
H -0.09363 0.24835 -2.02013 -0.10 0.03 -0.01
H -0.94675 0.77662 -0.56127 -0.07 0.00 -0.03
H 0.25137 0.79649 1.65644 -0.05 0.01 0.06
H 1.56893 1.22935 -0.77058 -0.14 0.14 0.10
H 1.74716 -0.29972 -0.31227 -0.11 -0.01 0.04
S -0.62669 0.87138 2.68763 0.04 -0.01 -0.03
H -0.51354 2.20177 2.77238 -0.01 0.02 0.01

=====

[3]
14
Properties=species:S:1:pos:R:3:forces:R:3 method="wB97M-V/def2-TZVPD" smiles=CCN.SS homo_lumo_gap_ha=0.32654 homo_ev=-8.94 lumo_energy_ev=-0.0574
S -3.14169 3.42379 -0.18992 1.10 -0.99 -1.95
S -1.06595 2.93312 -0.83130 -2.16 -0.13 0.49
H -2.79752 4.11874 0.83120 0.52 0.86 1.47
H -1.48955 1.65235 -0.93364 0.60 0.21 -0.02
C 1.56390 -1.79160 0.80579 -0.79 0.16 -0.53
C 0.55336 -0.67580 0.28286 -0.84 -0.85 0.75
N 0.14264 -0.69831 -1.13770 0.65 -0.31 0.47
H 2.53543 -1.63265 0.33735 0.13 -0.12 -0.06
H 1.74451 -1.71914 1.92986 -0.57 -0.22 -1.49
H 1.18012 -2.81699 0.46226 0.53 1.37 0.84
H -0.34585 -0.84935 0.83769 -0.54 0.35 0.76
H 0.89510 0.33607 0.44391 0.41 0.12 0.60
H -0.76972 -1.14417 -1.37990 1.70 -0.08 0.49
H 0.99525 -1.13607 -1.45845 -0.72 -0.39 -1.81

=====

[4]
6
Properties=species:S:1:pos:R:3:forces:R:3 method="wB97M-V/def2-TZVPD" homo_lumo_gap_ha="0.18946 / 0.36427" spin_multiplicity=2 homo_ev="-9.12 / -13.96" lumo_energy_ev="-3.9623 / -4.0518" s2=0.750 total_charge=+1
H 1.68184 0.52089 0.01713 0.40 0.04 -2.40
C 0.27928 -0.20485 0.26453 -3.77 -0.87 -1.58
C 0.91288 0.07821 -0.90500 1.19 0.11 3.64
O -0.71243 -0.21835 0.92051 1.19 0.52 0.63
F 1.23463 -0.91527 -1.70809 0.71 0.32 -0.24
Ba -3.39621 0.73937 1.41092 0.28 -0.12 -0.03

=====

[5]
8
Properties=species:S:1:pos:R:3:forces:R:3 method="wB97M-V/def2-TZVPD" homo_lumo_gap_ha="0.35605 / 0.19250" homo_ev="-11.05 / -9.08" lumo_energy_ev="-1.3573 / -3.8384"
C -0.47681 -0.32667 0.44923 0.57 1.62 2.42
C 0.31521 -0.51056 -0.77414 -0.50 -1.05 0.04
Cl -0.21279 -2.16250 -1.36408 0.51 0.01 0.00
Cl 2.07668 -0.49328 -0.42498 -0.88 0.04 -0.22
Cl -0.17136 0.60238 -2.01812 0.45 0.65 -0.59
Br 0.67531 2.59841 2.18203 -0.01 -0.10 -0.09
Br -2.19456 0.35670 0.51826 -0.22 -0.34 -0.44
H -0.01168 -0.06447 1.43180 0.09 -0.82 -1.12

=====

[6]
7
Properties=species:S:1:pos:R:3:forces:R:3 method="wB97M-V/def2-TZVPD" homo_lumo_gap_ha=0.39250 homo_ev=-10.49 lumo_energy_ev=0.1889
C -2.25975 1.71348 -0.58827 -0.08 0.03 -0.09
C 0.80037 -0.77915 -0.00250 1.80 2.81 -1.79
O -2.58052 1.48482 0.46492 -0.09 -0.02 0.06
F 0.80096 -0.68857 -1.38933 -0.15 -1.19 1.23
Br 0.89066 1.17108 0.43203 -0.36 -0.87 0.44
Br 2.35825 -1.58991 0.69456 0.40 -0.47 -0.11
H -0.00995 -1.31174 0.38859 -1.52 -0.29 0.27